C2H6N4O2 | ωB97M-V with the def2-TZVPD basis set

Geometry as XYZ:
```
14
Properties=species:S:1:pos:R:3:nbo_charge:R:1
C -1.03699 0.51281 -0.31742 0.604
C -0.85324 -0.90135 -0.10711 0.262
H 2.15024 1.16896 -0.26947 0.354
H 1.48437 1.42112 1.46815 0.387
H -0.11629 2.36840 -0.30390 0.386
H -2.66764 -0.77802 0.53831 0.353
H 0.21890 -2.49025 0.24471 0.379
H 1.73679 -0.53377 -0.53140 0.481
N 1.29954 1.00112 0.53111 -0.690
N 0.13508 1.40595 -0.17347 -0.491
N -1.93322 -1.54664 0.37555 -0.575
N 0.37179 -1.52019 0.13256 -0.305
O -2.00248 1.20681 -0.60897 -0.559
O 1.21314 -1.31495 -0.97864 -0.584
```

Values from the calculation:
* HOMO-LUMO gap: 9.5 eV
* E_tot: -12222.3280 eV
* relative energy (zero: lowest compared OMol25 entry of this formula, charge and spin): 99.71 kcal per mole
* HOMO energy: -9.6640 eV
* structure (SMILES): [H]/N=C(/NO)C(=O)NN
* M: 118.1 g mol⁻¹

C3H11NO4 | ωB97M-V with the def2-TZVPD basis set

Geometry as XYZ:
```
19
Properties=species:S:1:pos:R:3:nbo_charge:R:1
H 0.37464 -1.69387 0.30111 0.500
O 1.33065 -1.86928 1.32723 -0.890
O -0.24290 -1.71198 -0.54193 -0.680
H 2.18339 -1.57652 0.95817 0.531
H 1.16100 -1.23046 2.01534 0.483
C -1.26998 -0.91028 -0.59023 0.764
O -1.96310 -0.75640 -1.55424 -0.521
C -1.52925 0.01657 0.62253 -0.387
H -2.49440 0.52000 0.46095 0.304
N -0.56523 1.09971 0.59953 -0.101
H -0.52457 1.62577 1.48261 0.420
H -1.54797 -0.43735 1.60102 0.252
C -0.40796 1.92062 -0.56240 -0.490
H 0.49492 2.50347 -0.42979 0.258
H -0.27099 1.27716 -1.42299 0.262
H -1.28154 2.54199 -0.79967 0.294
O 2.33534 -0.56384 -0.84224 -0.985
H 1.51918 -0.89908 -1.24303 0.492
H 2.69879 0.14378 -1.38196 0.495
```

Values from the calculation:
* HOMO-LUMO gap (spin up / spin down): 11.0 / 6.3 eV
* 2S+1: 2
* E_tot: -12960.7951 eV
* relative energy (zero: lowest compared OMol25 entry of this formula, charge and spin): 17.51 kcal per mole
* HOMO energy (spin up / spin down): -14.8139 / -14.7695 eV
* charge: +1
* M: 125.1 g mol⁻¹

C14H8Cl3CrGeN2O4 | ωB97M-V with the def2-TZVPD basis set

Geometry as XYZ:
```
33
Properties=species:S:1:pos:R:3:nbo_charge:R:1
Cr 0.83743 0.63629 1.25967 1.380
O -0.24194 4.51473 -0.58170 -0.492
C -0.22045 3.39611 0.09152 0.717
O 1.28144 2.69479 0.54488 -0.731
C -1.06894 2.24008 -0.50666 0.008
C -2.25062 2.31053 -0.81715 -0.127
C -3.16643 1.32012 -0.48180 -0.084
C -2.99524 0.17356 -0.26426 -0.165
C -1.71412 0.11802 0.37628 0.015
N -0.92144 1.14915 0.27507 -0.488
C -1.19606 -0.94417 0.76739 0.526
O -1.46452 -2.26927 1.15103 -0.538
O 0.04524 -0.71936 1.29952 -0.490
H 0.58157 4.64863 0.12607 0.572
H -2.86397 3.55074 -0.67389 0.256
H -4.87398 1.97421 -0.87227 0.146
H -4.09427 -0.74039 0.08209 0.323
Cl 2.82606 0.87459 -1.15366 -0.421
Ge 3.53474 -0.94306 0.45737 1.362
Cl 3.40225 0.39187 2.44670 -0.344
Cl 5.88746 -0.81950 -0.26334 -0.317
N -1.41322 -5.80241 -1.09289 -0.198
C -0.51590 -5.36212 -0.50604 0.181
C 0.50394 -4.53796 -0.34160 -0.085
C 1.06901 -3.62664 -1.53857 -0.137
C 1.94787 -2.85711 -1.20095 -0.245
C 2.26524 -2.54269 0.04763 -0.361
C 1.83963 -3.19170 1.23079 -0.169
C 0.66599 -4.08995 1.11774 -0.006
H 0.54941 -3.95115 -2.46920 0.266
H 2.38024 -2.39702 -2.19409 0.270
H 2.20661 -3.11733 2.11971 0.210
H 0.34774 -4.46745 1.86017 0.168
```

Values from the calculation:
* HOMO-LUMO gap (spin up / spin down): 5.0 / 5.7 eV
* 2S+1: 3
* E_tot: -148292.4551 eV
* HOMO energy (spin up / spin down): -11.3331 / -12.0766 eV
* charge: +1
* M: 499.2 g mol⁻¹

C3H6N2O | ωB97M-V with the def2-TZVPD basis set

Geometry as XYZ:
```
12
Properties=species:S:1:pos:R:3:nbo_charge:R:1
N 0.07743 -1.20764 -1.45381 -0.775
C -0.51891 -0.26605 -0.75752 0.656
O -1.41330 0.53871 -1.11895 -0.482
C -0.12837 0.08960 0.66091 -0.293
C 1.24505 0.16963 1.03351 -0.409
N -0.91409 1.44488 0.36367 -0.435
H -0.06379 -1.33374 -2.44564 0.416
H 0.90199 -1.57856 -0.98074 0.410
H -0.71673 -0.50264 1.36372 0.221
H 1.89608 0.82265 0.46591 0.186
H 1.52113 0.01060 2.07011 0.189
H -1.79884 1.46543 0.90839 0.316
```

Values from the calculation:
* HOMO-LUMO gap (spin up / spin down): 9.2 / 6.4 eV
* E_tot: -8230.7548 eV
* relative energy (zero: lowest compared OMol25 entry of this formula, charge and spin): 137.07 kcal per mole
* HOMO energy (spin up / spin down): -8.3274 / -6.8577 eV
* M: 86.1 g mol⁻¹

C5H8N2 | ωB97M-V with the def2-TZVPD basis set

Geometry as XYZ:
```
15
Properties=species:S:1:pos:R:3:nbo_charge:R:1
C -2.27054 0.50200 -0.14596 0.223
C -1.37799 -1.56826 0.61524 -0.325
C -1.23572 -0.40313 -0.08925 -0.181
C 1.80040 0.95257 0.65594 -0.413
C 0.21483 0.13587 -1.01176 -0.152
N -3.16383 1.21146 -0.32732 -0.312
N 1.41615 -0.00861 -0.47500 -0.626
H -0.68054 -2.39593 0.43909 0.189
H -2.14457 -1.87877 1.29818 0.212
H 1.86499 0.51268 1.64015 0.202
H 2.70059 1.49421 0.35279 0.205
H 0.93542 1.61894 0.64225 0.200
H 0.27927 -0.39149 -1.95917 0.209
H 0.00205 1.25792 -1.16783 0.193
H 1.65950 -1.03947 -0.46736 0.375
```

Values from the calculation:
* HOMO-LUMO gap: 9.4 eV
* E_tot: -8292.0273 eV
* relative energy (zero: lowest compared OMol25 entry of this formula, charge and spin): 68.47 kcal per mole
* HOMO energy: -8.9828 eV
* structure (SMILES): C=C(C#N)CNC
* M: 96.1 g mol⁻¹

C15H16IrN3O7P2 | ωB97M-V with the def2-TZVPD basis set

Geometry as XYZ:
```
44
Properties=species:S:1:pos:R:3:nbo_charge:R:1
Ir -0.08183 0.06401 0.14946 1.501
O 1.76328 -1.02093 -3.68422 -0.960
P 0.77755 -1.10169 -2.46040 2.539
O -0.59897 -1.36175 -2.86282 -1.099
O 0.97345 0.19993 -1.57384 -0.953
O 1.44697 -2.24415 -1.54784 -1.100
P 0.68214 -3.05686 -0.36901 2.552
O -0.50729 -3.81991 -1.07937 -0.978
O 1.63440 -3.90433 0.33702 -1.077
O 0.00408 -1.92436 0.46422 -1.065
H 2.70182 -0.99227 -3.46395 0.522
H -0.28756 -4.75070 -1.20928 0.527
C 3.91370 -0.04525 1.75219 -0.229
C 3.99007 1.16978 2.40199 -0.113
C 2.86865 1.98672 2.44754 -0.206
C 1.70452 1.58592 1.83451 0.166
N 1.66933 0.43323 1.14995 -0.441
C 2.73318 -0.37444 1.11520 0.099
C 0.41463 2.28821 1.85436 0.041
C 0.16618 3.45231 2.54733 -0.208
C -1.12188 3.97605 2.59440 -0.122
C -2.18200 3.34314 1.95580 -0.199
C -1.94878 2.19377 1.22897 -0.165
C -0.65066 1.67764 1.14922 -0.272
H 4.74691 -0.73246 1.73722 0.252
H 4.91509 1.47466 2.87252 0.243
H 2.89673 2.93986 2.95653 0.236
H 2.63342 -1.30692 0.57704 0.242
H 0.96949 3.94512 3.08006 0.227
H -1.30754 4.88468 3.15236 0.238
H -3.18469 3.74016 2.03559 0.238
H -2.77359 1.70343 0.73105 0.238
C -1.83340 1.71987 -2.38875 -0.675
C -2.34284 0.44322 -1.82664 0.463
N -1.91805 -0.18279 -0.73346 -0.535
C -2.70655 -1.31311 -0.56256 -0.067
C -3.62531 -1.34639 -1.54644 -0.057
N -3.38622 -0.22909 -2.31839 -0.485
H -0.80619 1.89372 -2.07915 0.252
H -2.44830 2.55838 -2.05505 0.242
H -1.85997 1.69008 -3.47752 0.254
H -2.53609 -2.01525 0.23310 0.250
H -4.40089 -2.05549 -1.76983 0.244
H -3.87995 0.01842 -3.16014 0.437
```

Values from the calculation:
* HOMO-LUMO gap (spin up / spin down): 6.3 / 6.5 eV
* 2S+1: 2
* E_tot: -56034.9694 eV
* relative energy (zero: lowest compared OMol25 entry of this formula, charge and spin): 35.84 kcal per mole
* HOMO energy (spin up / spin down): -12.1682 / -12.1647 eV
* charge: +1
* M: 604.5 g mol⁻¹

> The lowest M belongs to which entry?

C3H6N2O